A molecular structure, C14H17N3SZr at a distorted geometry. Source: the OMol25 dataset; level of theory: ωB97M-V/def2-TZVPD.

```
36
Properties=species:S:1:pos:R:3:nbo_charge:R:1
C -0.23311 1.43240 2.48348 -0.88
C -0.24371 -1.33310 2.57328 -0.83
H 0.76929 1.78100 2.73818 0.26
H -0.73941 1.03540 3.36428 0.33
H -0.84051 2.23030 2.04358 0.24
H 0.04699 -2.31210 2.18008 0.33
H 0.43459 -1.05560 3.37978 0.33
H -1.28021 -1.34620 2.91748 0.28
C 0.48829 2.64840 -0.56632 0.09
C 0.84629 3.44590 -1.64642 -0.21
C 1.07859 2.83380 -2.87632 -0.09
C 0.94519 1.45470 -2.97792 -0.21
H 0.31439 3.06810 0.41838 0.22
H 0.94799 4.51810 -1.51772 0.27
H 1.36849 3.42020 -3.74262 0.26
H 1.13839 0.96070 -3.92282 0.25
N 0.35359 1.32000 -0.66342 -0.60
C 0.57989 0.71070 -1.85082 0.26
C 0.44699 -0.75890 -1.86652 0.16
N 0.17949 -1.35150 -0.67832 -0.58
C 0.05899 -2.68300 -0.62072 0.10
C 0.47669 -2.90520 -2.96432 -0.09
C 0.20249 -3.50070 -1.73512 -0.21
H -0.15141 -3.09490 0.36048 0.20
H 0.10209 -4.57610 -1.63472 0.27
C 0.59699 -1.52260 -3.02932 -0.19
H 0.80609 -1.04190 -3.97762 0.25
H 0.59549 -3.50730 -3.85972 0.26
Zr -0.00001 0.00000 1.03808 1.93
C -2.06601 0.03290 0.84918 -1.10
H -2.40081 -1.00290 0.74668 0.26
H -2.30031 0.60440 -0.05352 0.25
H -2.52171 0.49500 1.72578 0.25
S -0.00001 0.00000 5.97368 0.50
C -0.00001 0.00000 4.35378 0.02
N -0.00001 0.00000 3.03808 -0.57
```

Output
**Energy**: -31348.9515 eV
**Frontier orbital gap**: 5.41 eV
**Max |F|**: 0.1960 hartree/bohr
**Relative energy (zero: lowest compared OMol25 entry of this formula, charge and spin)**: 1026.71 kJ/mol
**HOMO**: -13.55 eV
**Net charge**: +2